Molecular formula: C6H16O2
Method: DFT, ωB97M-V with the def2-TZVPD basis set

Properties
Gap between HOMO and LUMO (eV): 10.76
Energy (eV): -10575.8564
E_LUMO (Ha): 0.0285
ΔE to the lowest compared entry with this formula, charge and spin (kJ/mol): 66.1
SMILES string: CC(C)O.CC(C)O

Positions of all 24 atoms, in Å:
O 0.511 -2.418 -0.918
C 1.981 -0.555 -1.616
C 0.449 -1.874 -3.288
C 1.314 -1.953 -1.987
H 0.146 -3.304 -1.127
H 2.208 -0.559 -0.536
H 1.219 0.217 -1.813
H 2.899 -0.292 -2.167
H 1.026 -1.354 -4.072
H -0.537 -1.388 -3.197
H 0.298 -2.922 -3.599
H 2.125 -2.697 -2.126
O -0.777 -0.036 2.552
C -1.017 2.334 3.395
C -1.757 1.582 1.084
C -0.807 1.361 2.219
H -0.255 -0.537 1.890
H -1.988 2.168 3.890
H -0.980 3.375 3.033
H -0.214 2.191 4.139
H -1.653 2.632 0.763
H -2.789 1.424 1.442
H -1.584 0.929 0.212
H 0.181 1.676 1.826

Results of the natural (NBO) charge analysis, in e, for atoms 1 through 6:
1. O -0.74
2. C -0.63
3. C -0.64
4. C 0.11
5. H 0.47
6. H 0.22

Molecular formula: C4H2N3P
Method: DFT, ωB97M-V with the def2-TZVPD basis set

Properties
Gap between HOMO and LUMO (eV): 8.92
Energy (eV): -17936.0509
E_LUMO (Ha): -0.0206
ΔE to the lowest compared entry with this formula, charge and spin (kJ/mol): 45.4
SMILES string: N#C[PH2]=C(C#N)C#N

Positions of all 10 atoms, in Å:
C -1.084 1.137 -1.526
C -2.521 -1.635 -0.348
C -0.631 -2.600 -1.536
C -1.147 -1.631 -0.669
N -1.546 1.789 -2.349
N -3.626 -1.607 -0.037
N -0.238 -3.441 -2.211
P -0.441 -0.098 -0.429
H 0.925 -0.062 -0.606
H -0.715 0.439 0.818

Results of the natural (NBO) charge analysis, in e, for atoms 1 through 6:
1. C -0.13
2. C 0.25
3. C 0.26
4. C -0.82
5. N -0.16
6. N -0.31

Molecular formula: C4H5N3
Method: DFT, ωB97M-V with the def2-TZVPD basis set

Properties
Gap between HOMO and LUMO (eV): 8.61
Energy (eV): -8696.6277
E_LUMO (Ha): 0.0005
ΔE to the lowest compared entry with this formula, charge and spin (kJ/mol): 307.3
SMILES string: C1=CNN=CN=C1

Positions of all 12 atoms, in Å:
C -0.994 0.751 -0.053
C 0.178 1.291 -0.168
C 1.379 0.578 0.169
C 0.638 -1.558 -0.156
H -2.335 -0.694 0.384
H -1.866 1.277 -0.380
H 0.193 2.351 -0.341
H 2.147 1.191 0.529
H 0.994 -2.435 -0.667
N -1.313 -0.507 0.515
N 1.586 -0.693 0.295
N -0.606 -1.553 -0.127

Results of the natural (NBO) charge analysis, in e, for atoms 1 through 6:
1. C 0.09
2. C -0.39
3. C 0.16
4. C 0.20
5. H 0.37
6. H 0.19

Molecular formula: C24H34Cl12F2O2
Method: DFT, ωB97M-V with the def2-TZVPD basis set

Properties
Gap between HOMO and LUMO (eV): 7.41
Energy (eV): -185193.0405
E_LUMO (Ha): -0.0019
ΔE to the lowest compared entry with this formula, charge and spin (kJ/mol): 3997.8

Positions of all 74 atoms, in Å:
F 3.234 -1.977 -0.132
C 3.403 -0.612 -0.211
C 3.619 0.138 0.959
C 4.039 1.451 0.821
C 4.151 2.005 -0.487
C 4.022 1.179 -1.627
C 3.642 -0.136 -1.461
H 3.475 -0.307 1.933
H 4.206 2.059 1.699
H 4.304 3.068 -0.596
H 4.066 1.661 -2.592
H 3.438 -0.756 -2.322
F -2.183 -0.960 0.009
C -0.975 -0.414 -0.207
C 0.085 -1.175 -0.672
C 1.320 -0.563 -0.883
C 1.494 0.812 -0.591
C 0.386 1.546 -0.083
C -0.821 0.952 0.101
H -0.017 -2.238 -0.832
H 2.169 -1.125 -1.245
H 2.480 1.244 -0.675
H 0.473 2.592 0.170
H -1.620 1.465 0.614
C 1.386 0.654 2.423
Cl 1.877 -1.060 2.275
Cl 2.639 1.716 3.043
H 1.131 1.037 1.435
H 0.474 0.688 3.019
C -1.498 -1.196 2.279
Cl -1.128 -2.606 1.268
Cl -3.208 -0.705 2.011
H -1.199 -1.483 3.288
H -0.927 -0.356 1.883
C 1.785 -3.017 0.604
Cl 0.499 -3.880 -0.185
Cl 3.295 -4.028 0.529
H 1.891 -2.102 0.022
H 1.545 -2.746 1.633
C 1.378 4.039 -0.090
Cl 1.438 3.071 -1.590
Cl 1.539 3.034 1.360
H 2.224 4.725 -0.109
H 0.485 4.662 -0.029
C 0.970 -1.726 -3.586
Cl -0.796 -1.979 -3.117
Cl 2.124 -2.463 -2.406
H 1.149 -2.233 -4.533
H 1.253 -0.674 -3.587
C -1.650 4.034 -0.558
Cl -0.876 3.218 0.842
Cl -1.701 2.986 -2.023
H -2.673 4.278 -0.275
H -1.128 4.961 -0.796
C -2.663 1.637 1.177
C -4.045 1.526 1.691
O -4.238 1.844 2.845
C -5.078 0.969 0.742
H -2.730 2.512 0.530
H -2.328 0.787 0.583
H -1.913 1.810 1.949
H -6.086 1.170 1.106
H -5.057 -0.120 0.744
H -4.948 1.381 -0.259
C -2.223 -4.460 0.003
C -2.235 -3.745 -1.374
O -2.134 -4.279 -2.490
C -2.203 -2.237 -1.246
H -2.559 -5.495 -0.061
H -2.662 -3.947 0.858
H -1.141 -4.545 0.101
H -2.279 -1.919 -0.206
H -2.957 -1.667 -1.788
H -1.213 -1.978 -1.622

Results of the Löwdin charge analysis, in e, for atoms 1 through 6:
1. F -0.35
2. C -0.32
3. C -0.15
4. C -0.16
5. C -0.11
6. C -0.08